No. 1
10
Properties=species:S:1:pos:R:3:forces:R:3 method="wB97M-V/def2-TZVPD" total_energy_ha=-1100.18142 spin_multiplicity=3 total_charge=+1 de_lowest_ev=0.0000 fmax_ev_per_a=5.7 orbital_gap_ev="6.62 / 7.97" e_lumo_ev="-5.37 / -7.63"
C -0.196 1.065 0.075 -0.448 -2.634 -2.013
C 0.660 -0.204 -1.649 3.380 -1.026 -2.604
N 0.991 1.452 0.290 2.498 0.783 -0.554
N -0.412 0.096 -1.015 -0.550 3.769 4.027
N 2.196 -0.789 -0.079 2.216 -3.575 3.340
S 2.169 0.595 -0.723 -5.172 2.370 -0.823
Cl 0.909 -1.389 -2.832 -0.269 0.823 0.463
H -1.036 1.351 0.687 -0.200 0.146 -0.100
H -1.294 -0.325 -1.049 -1.445 -0.760 -0.771
H 2.253 -0.843 0.972 -0.011 0.104 -0.965

No. 2
10
Properties=species:S:1:pos:R:3:forces:R:3 method="wB97M-V/def2-TZVPD" total_energy_ha=-818.68218 total_charge=-1 de_lowest_ev=0.0000 fmax_ev_per_a=3.1 orbital_gap_ev=7.55 e_lumo_ev=3.73
C 1.205 0.753 0.152 -1.833 -0.130 0.368
C -1.398 -1.424 -1.143 -1.406 0.080 -1.094
N 0.565 -0.098 0.936 0.265 -1.752 -0.407
O 1.303 2.064 0.505 0.240 1.896 2.290
O 1.474 0.413 -0.997 0.735 0.495 -0.447
O -2.444 -1.821 -0.687 -0.217 -0.291 0.652
Cl 0.301 0.258 2.568 -0.042 0.892 0.912
H -0.706 -0.822 -0.573 0.710 0.027 0.254
H -1.302 -1.601 -2.237 0.848 0.108 0.132
H 1.002 2.278 1.477 0.700 -1.326 -2.659

No. 3
9
Properties=species:S:1:pos:R:3:forces:R:3 method="wB97M-V/def2-TZVPD" total_energy_ha=-1086.78574 total_charge=0 de_lowest_ev=1.7681 fmax_ev_per_a=5.1 orbital_gap_ev=9.01 e_lumo_ev=-0.42
C 1.154 -0.621 -0.152 -0.098 -4.598 -2.294
C 1.344 -0.974 -1.454 1.024 1.199 -0.614
O 1.607 -1.112 -2.598 -1.147 -0.107 2.694
H 1.237 -1.503 0.537 -0.386 1.244 -0.534
H 1.503 0.313 0.070 0.572 2.268 0.752
O -3.858 0.858 -0.904 0.877 -1.049 0.614
S -2.756 0.656 0.341 -2.113 1.502 -0.210
Cl -3.867 1.898 1.665 0.993 -0.814 -0.319
H -3.714 1.703 -1.334 0.277 0.355 -0.090

No. 4
10
Properties=species:S:1:pos:R:3:forces:R:3 method="wB97M-V/def2-TZVPD" total_energy_ha=-1161.93236 total_charge=0 de_lowest_ev=3.6693 fmax_ev_per_a=4.2 orbital_gap_ev="8.06 / 7.21" e_lumo_ev="-1.31 / -1.35"
C 0.095 -1.380 -0.081 0.519 3.254 -0.747
C 1.058 1.418 0.007 1.988 -0.959 -2.078
O 0.905 -1.767 -0.796 -0.152 -0.450 0.507
O -1.924 -0.929 1.610 0.022 0.233 0.628
O -0.107 0.797 0.185 -1.975 -3.674 0.496
S -1.604 -1.870 0.588 -0.631 -0.571 -0.396
Cl -2.393 -1.175 -1.191 0.075 -0.172 0.026
H 1.931 0.882 0.532 -0.916 1.464 -0.553
H 0.775 2.405 0.239 0.557 1.755 1.479
H 1.265 1.620 -1.093 0.514 -0.880 0.638

No. 5
10
Properties=species:S:1:pos:R:3:forces:R:3 method="wB97M-V/def2-TZVPD" total_energy_ha=-1162.05769 total_charge=0 de_lowest_ev=0.2589 fmax_ev_per_a=6.9 orbital_gap_ev=11.51 e_lumo_ev=0.68
C 0.819 0.634 0.233 1.957 -2.469 -6.162
C -0.392 0.480 -0.735 -1.515 -1.734 2.484
O -0.955 -1.949 1.449 -1.282 -0.082 1.400
O 1.085 -0.610 0.774 -1.031 -1.906 0.986
O -0.677 -0.900 -0.860 1.133 -0.574 1.199
S -0.011 -1.844 0.415 1.417 1.643 -2.020
Cl -1.884 1.254 0.037 0.640 0.055 -0.369
H 1.753 0.778 -0.424 -1.336 0.655 0.864
H 0.647 1.395 0.841 -0.513 2.982 3.159
H -0.385 0.764 -1.731 0.530 1.429 -1.539

No. 6
7
Properties=species:S:1:pos:R:3:forces:R:3 method="wB97M-V/def2-TZVPD" total_energy_ha=-936.25076 total_charge=0 de_lowest_ev=2.8857 fmax_ev_per_a=4.5 orbital_gap_ev=9.19 e_lumo_ev=0.05
C -0.068 -0.416 0.586 0.378 0.231 0.025
C 1.124 -0.186 -0.244 -0.774 1.462 -4.187
S 0.669 -1.897 -0.053 1.256 -0.554 -0.343
Cl 2.678 0.543 0.032 -0.403 -0.394 0.640
H -0.230 -0.319 1.636 0.543 0.329 0.618
H -0.901 -0.245 -0.006 -1.839 0.793 -0.513
H 0.706 0.510 -1.761 0.840 -1.868 3.761

No. 7
7
Properties=species:S:1:pos:R:3:forces:R:3 method="wB97M-V/def2-TZVPD" total_energy_ha=-936.27185 total_charge=0 de_lowest_ev=2.3119 fmax_ev_per_a=1.9 orbital_gap_ev="7.09 / 7.09" e_lumo_ev="-1.97 / -1.98"
C 0.046 0.885 0.233 -0.155 0.272 0.306
C 0.474 -0.452 -0.124 -1.482 -0.631 -0.603
S 0.378 0.448 -1.520 0.108 -0.332 0.180
Cl -1.704 -2.227 0.008 1.424 1.259 -0.027
H -0.994 1.062 0.473 -0.043 -0.199 -0.015
H 0.752 1.563 0.703 0.039 -0.098 -0.012
H 1.047 -1.280 0.226 0.109 -0.270 0.171

No. 8
8
Properties=species:S:1:pos:R:3:forces:R:3 method="wB97M-V/def2-TZVPD" total_energy_ha=-1334.48921 total_charge=0 de_lowest_ev=1.8369 fmax_ev_per_a=4.0 orbital_gap_ev=8.25 e_lumo_ev=-0.54
C 0.120 -0.700 -0.430 -0.420 3.524 -0.019
C 0.050 1.235 -0.213 0.056 -3.713 1.385
S 0.000 -1.436 -1.843 -0.018 0.278 0.232
S 0.177 -1.333 1.188 -1.702 -1.862 -0.424
Cl 0.919 1.439 1.373 0.117 0.773 -1.072
H -0.986 1.414 0.084 0.131 -0.080 -0.622
H 0.418 1.830 -1.047 0.245 -0.338 0.225
H -0.699 -2.449 0.887 1.591 1.419 0.296

No. 9
7
Properties=species:S:1:pos:R:3:forces:R:3 method="wB97M-V/def2-TZVPD" total_energy_ha=-827.41156 total_charge=0 de_lowest_ev=6.8293 fmax_ev_per_a=4.7 orbital_gap_ev="8.29 / 7.01" e_lumo_ev="-0.87 / -0.43"
C -0.163 -0.817 0.172 -0.590 1.101 2.287
C -0.843 0.253 0.518 2.840 -1.378 -2.096
Si 0.780 0.361 -0.899 -4.329 -1.748 -0.202
Cl -1.959 1.158 1.339 -0.190 -0.100 0.139
H 0.257 -2.351 1.801 -0.195 0.491 -0.667
H 1.844 1.220 -0.715 1.597 1.080 0.430
H 0.084 0.177 -2.216 0.867 0.554 0.109

No. 10
7
Properties=species:S:1:pos:R:3:forces:R:3 method="wB97M-V/def2-TZVPD" total_energy_ha=-827.48785 total_charge=0 de_lowest_ev=4.7536 fmax_ev_per_a=2.9 orbital_gap_ev="6.00 / 6.00" e_lumo_ev="-2.32 / -2.32"
C -0.146 0.115 -1.537 0.845 -1.029 2.357
C 0.397 -0.073 -0.399 -0.544 -0.108 0.108
Si -0.665 0.120 1.070 0.477 -1.390 -2.515
Cl 2.658 -0.642 0.064 -1.319 0.241 -0.110
H 0.043 -0.099 -2.569 -0.305 0.561 -0.403
H -0.461 1.280 1.799 0.102 1.564 1.062
H -1.827 -0.702 1.572 0.744 0.162 -0.498

No. 11
8
Properties=species:S:1:pos:R:3:forces:R:3 method="wB97M-V/def2-TZVPD" total_energy_ha=-248.62848 total_charge=0 de_lowest_ev=0.0000 fmax_ev_per_a=0.9 orbital_gap_ev=6.66 e_lumo_ev=-0.96
Cs 9.720 0.931 -8.428 0.766 0.042 -0.480
C 12.215 -1.458 -10.067 -0.295 -0.007 -0.269
C 12.328 -0.077 -10.745 0.044 0.178 0.536
O 12.392 -0.047 -11.968 0.016 0.083 -0.446
O 12.323 0.912 -9.933 -0.710 -0.130 0.278
H 11.897 -2.215 -10.783 0.041 0.004 -0.013
H 11.457 -1.379 -9.281 0.166 -0.274 0.229
H 13.167 -1.765 -9.637 -0.027 0.105 0.165

No. 12
9
Properties=species:S:1:pos:R:3:forces:R:3 method="wB97M-V/def2-TZVPD" total_energy_ha=-1013.50256 spin_multiplicity=8 total_charge=+1 de_lowest_ev=8.5757 fmax_ev_per_a=6.4 orbital_gap_ev="6.92 / 7.07" e_lumo_ev="-5.16 / -5.02"
H 1.072 -0.531 -1.322 -0.537 -0.265 0.739
O -1.400 0.209 0.311 0.732 1.008 -0.376
O -1.463 -1.131 -0.219 0.200 0.099 0.234
C -0.191 0.799 0.078 -4.037 -3.701 1.946
H -0.127 1.807 0.500 -0.143 -0.450 0.080
Eu -0.431 -2.243 1.417 0.085 0.929 -0.516
O 0.957 -0.274 0.826 1.663 0.940 2.660
C 1.001 0.134 -0.455 -2.226 1.853 -5.759
H 0.583 1.231 -1.135 4.263 -0.414 0.993

No. 13
8
Properties=species:S:1:pos:R:3:forces:R:3 method="wB97M-V/def2-TZVPD" total_energy_ha=-332.31789 total_charge=0 de_lowest_ev=3.8080 fmax_ev_per_a=4.1 orbital_gap_ev=9.70 e_lumo_ev=-0.08
C 0.589 0.304 0.331 0.334 0.240 3.617
C -0.640 0.205 -0.430 0.761 -0.437 1.615
N 0.037 -0.956 0.117 -0.742 -0.513 0.405
F 1.817 0.567 -0.160 -0.586 0.400 0.345
F -1.787 0.485 0.156 -1.293 0.625 0.044
H 0.256 0.706 2.124 1.030 -0.573 -3.958
H -0.598 0.184 -1.464 -0.454 0.776 -1.976
H 0.327 -1.495 -0.674 0.950 -0.518 -0.092

No. 14
9
Properties=species:S:1:pos:R:3:forces:R:3 method="wB97M-V/def2-TZVPD" total_energy_ha=-407.44563 total_charge=0 de_lowest_ev=8.4552 fmax_ev_per_a=3.1 orbital_gap_ev="9.68 / 8.28" e_lumo_ev="0.30 / -0.03"
C -1.167 0.913 0.019 -1.328 -1.473 -0.488
C -0.395 -0.289 0.400 1.852 -1.399 -1.676
N 1.867 -0.459 -0.082 -2.233 0.415 0.731
O -0.607 0.571 1.327 -0.943 0.861 2.078
F 1.978 -1.851 -0.170 -0.206 0.473 -0.415
F 1.684 -0.022 -1.388 0.409 -0.451 -0.330
H -0.549 1.678 -0.401 -0.358 0.500 -0.593
H -2.354 0.851 -0.143 3.007 0.311 0.646
H -0.457 -1.392 0.439 -0.199 0.764 0.046

No. 15
9
Properties=species:S:1:pos:R:3:forces:R:3 method="wB97M-V/def2-TZVPD" total_energy_ha=-407.66004 total_charge=0 de_lowest_ev=2.6208 fmax_ev_per_a=4.7 orbital_gap_ev=11.22 e_lumo_ev=0.53
O 1.352 -0.222 -1.490 0.310 0.188 -1.742
N 0.639 0.961 -1.323 -1.806 -1.176 3.169
C -0.125 0.808 -0.260 1.050 3.782 -2.600
C -0.351 -0.385 0.509 -0.821 -2.698 0.212
F -1.742 -0.464 0.746 1.438 0.025 -0.155
F 0.267 -0.397 1.717 -0.132 0.305 -0.046
H 1.540 -0.176 -2.450 0.246 -0.285 0.785
H -0.683 1.725 0.019 0.331 -0.722 -0.200
H -0.010 -1.290 -0.052 -0.615 0.581 0.577

No. 16
10
Properties=species:S:1:pos:R:3:forces:R:3 method="wB97M-V/def2-TZVPD" total_energy_ha=-805.80692 total_charge=0 de_lowest_ev=3.0660 fmax_ev_per_a=3.8 orbital_gap_ev="7.48 / 8.63" e_lumo_ev="-0.47 / -0.03"
C -1.357 0.319 0.432 2.289 -0.056 1.383
C 1.245 -0.278 -0.036 -1.034 -0.189 -1.148
N -1.626 0.356 -0.809 1.388 0.088 -3.502
O -1.861 0.371 1.475 -0.870 -0.182 1.523
F 1.436 -0.066 -1.407 -0.014 0.495 1.226
F 1.072 -1.603 0.035 -0.364 -0.629 0.183
S 2.587 0.222 1.012 -0.017 0.446 -0.371
H -0.777 0.360 -1.364 -0.245 -0.030 -0.183
H -2.429 0.112 -1.346 -1.196 -0.052 0.370
H 1.709 0.208 2.008 0.062 0.108 0.518

No. 17
9
Properties=species:S:1:pos:R:3:forces:R:3 method="wB97M-V/def2-TZVPD" total_energy_ha=-730.55405 total_charge=0 de_lowest_ev=3.4816 fmax_ev_per_a=2.8 orbital_gap_ev=7.77 e_lumo_ev=-0.06
C 0.508 1.188 0.178 2.522 -0.268 -1.076
C -0.005 -1.648 0.665 -0.626 1.917 1.241
N -0.058 1.181 -1.000 0.591 -0.035 0.747
F -0.750 -1.924 -0.374 -0.194 -0.385 0.026
F 1.230 -1.761 0.301 0.326 -0.576 0.183
S -0.552 -0.992 2.067 0.510 -1.236 -1.352
H 0.046 1.618 1.032 -1.733 0.323 0.372
H -1.057 1.415 -1.113 0.760 -0.002 -0.906
H 0.637 0.923 -1.756 -2.154 0.263 0.765

No. 18
9
Properties=species:S:1:pos:R:3:forces:R:3 method="wB97M-V/def2-TZVPD" total_energy_ha=-694.24116 total_charge=0 de_lowest_ev=4.6461 fmax_ev_per_a=4.6 orbital_gap_ev=8.16 e_lumo_ev=-0.82
C 0.151 0.293 0.203 0.194 3.511 -2.921
C 2.179 -1.069 -0.150 4.016 -0.055 0.106
O 2.538 1.637 -0.833 -0.244 0.646 -0.576
F 1.818 -1.856 0.825 -1.123 -1.093 0.691
F 3.439 -1.464 -0.483 -0.700 -0.010 -0.576
P 1.893 0.598 -0.038 -0.041 -0.790 1.038
H -0.001 -0.510 0.757 -0.289 -3.508 2.927
H -0.007 -0.080 -0.796 -1.339 0.543 -0.526
H -0.457 1.093 0.546 -0.474 0.756 -0.163

No. 19
8
Properties=species:S:1:pos:R:3:forces:R:3 method="wB97M-V/def2-TZVPD" total_energy_ha=-619.01090 total_charge=0 de_lowest_ev=2.6227 fmax_ev_per_a=3.3 orbital_gap_ev=10.24 e_lumo_ev=0.16
F 0.250 0.573 -1.687 0.518 -0.137 1.462
C -0.352 0.104 -0.534 -0.410 -0.411 -0.608
F -1.666 0.117 -0.897 -0.271 0.136 0.794
C 0.083 0.555 0.824 -2.007 -2.600 -0.116
P 0.284 -1.490 0.262 0.168 2.030 -0.156
H 0.725 1.393 1.029 0.557 -0.147 -0.159
H -0.728 0.333 1.634 1.485 0.718 -1.701
H 1.404 -1.585 -0.631 -0.042 0.412 0.483

No. 20
8
Properties=species:S:1:pos:R:3:forces:R:3 method="wB97M-V/def2-TZVPD" total_energy_ha=-377.50739 total_charge=0 de_lowest_ev=3.2300 fmax_ev_per_a=6.3 orbital_gap_ev=13.35 e_lumo_ev=0.82
F 1.548 0.401 0.360 -0.925 2.945 -2.231
C 0.235 0.629 -0.357 2.443 3.885 -2.937
C -0.295 -0.472 0.286 -2.037 -5.913 -0.161
F -1.387 -0.962 -0.402 0.117 0.318 0.566
F 0.563 -1.562 0.468 -1.002 0.208 -0.975
H 0.155 0.549 -1.669 1.050 0.356 4.196
H -0.324 1.623 0.070 1.841 -2.262 -1.379
H -0.495 -0.206 1.245 -1.487 0.463 2.922